<1>
Entry from OMol25: C15H35N5O5 as an isolated structure (ωB97M-V/def2-TZVPD).

The charge is 0. For the HOMO energy, the calculation gives -8.24 eV.

Last column: Löwdin charge in e.
Element x y z (Å)
C 4.618 -0.588 0.093  0.016
C 3.460 -0.842 -0.887  -0.525
O 2.630 0.057 -0.947  -0.004
N 3.465 -2.098 -1.310  0.032
C 2.344 -2.596 -2.118  -0.053
H 5.478 -0.224 -0.470  0.085
H 4.757 -1.494 0.683  0.081
H 4.273 0.267 0.675  0.067
H 4.200 -2.739 -1.049  0.142
H 1.360 -2.345 -1.721  0.059
H 2.241 -3.681 -2.127  0.082
H 2.395 -2.347 -3.178  0.088
C -2.713 -3.606 1.283  -0.003
C -2.511 -4.635 0.149  -0.602
O -2.813 -5.754 0.272  0.091
N -2.035 -4.203 -1.027  0.019
C -1.760 -2.841 -1.471  -0.075
H -3.387 -2.830 0.921  0.086
H -1.786 -3.243 1.725  0.074
H -3.204 -4.176 2.072  0.081
H -1.759 -4.996 -1.588  0.140
H -2.507 -2.180 -1.033  0.075
H -1.901 -2.826 -2.552  0.095
H -0.723 -2.542 -1.313  0.058
C -2.269 -1.618 4.079  -0.005
C -1.301 -0.728 3.436  -0.590
O -0.109 -1.144 3.238  -0.029
N -1.633 0.499 3.121  0.043
C -0.807 1.630 2.551  -0.017
H -3.027 -1.220 4.754  0.088
H -1.637 -2.203 4.748  0.097
H -2.765 -2.372 3.467  0.057
H -2.603 0.739 3.270  0.141
H -1.221 2.502 3.056  0.090
H -0.889 1.907 1.500  0.065
H 0.238 1.484 2.824  0.091
C -0.467 2.824 -2.183  -0.110
C -0.519 4.296 -2.029  -0.563
O -1.284 4.853 -1.281  0.069
N 0.297 4.910 -2.889  -0.007
C 0.713 6.317 -2.929  -0.072
H -0.657 2.615 -3.236  0.088
H -1.279 2.398 -1.594  0.091
H 0.508 2.394 -1.952  0.103
H 0.765 4.508 -3.689  0.125
H 1.154 6.352 -3.925  0.076
H 1.471 6.584 -2.193  0.075
H -0.118 7.008 -2.790  0.079
C 1.873 1.757 0.594  -0.003
C 0.489 1.281 0.130  -0.507
O -0.257 1.977 -0.548  -0.094
N 0.048 0.091 0.606  0.021
C -1.297 -0.458 0.434  -0.061
H 1.827 2.755 1.030  0.093
H 2.610 1.711 -0.208  0.068
H 2.282 1.154 1.405  0.076
H 0.790 -0.460 1.013  0.127
H -1.320 -1.062 -0.473  0.027
H -2.114 0.251 0.302  0.109
H -1.617 -1.071 1.277  0.050

<2>
Entry from OMol25: a 5-piece molecular cluster, C15H35N5O5 overall (ωB97M-V/def2-TZVPD).

The charge is 0. As for the SMILES: CNC(C)=O.CNC(C)=O.CNC(C)=O.CNC(C)=O.CNC(C)=O. For the HOMO energy, the calculation gives -9.05 eV.

Last column: Löwdin charge in e.
Element x y z (Å)
C -11.080 9.078 -7.961  -0.066
N -9.867 9.735 -8.464  0.040
C -9.892 10.741 -9.317  -0.593
C -8.613 11.049 -9.907  -0.031
O -10.831 11.474 -9.722  0.010
H -11.859 8.971 -8.716  0.085
H -11.670 9.429 -7.115  0.076
H -10.890 8.123 -7.471  0.077
H -8.959 9.295 -8.423  0.130
H -8.363 12.046 -9.545  0.106
H -8.817 10.994 -10.977  0.086
H -7.767 10.387 -9.723  0.064
C -2.264 10.185 -2.918  -0.038
N -2.802 11.560 -2.940  0.025
C -3.327 12.201 -3.962  -0.581
C -3.605 13.629 -3.696  0.010
O -3.632 11.710 -5.059  0.004
H -1.990 9.789 -3.896  0.090
H -2.949 9.531 -2.379  0.081
H -1.339 10.171 -2.342  0.080
H -2.671 12.101 -2.097  0.134
H -4.674 13.612 -3.483  0.083
H -3.501 14.298 -4.550  0.098
H -3.101 13.878 -2.762  0.081
C -5.194 9.811 -7.770  -0.106
N -4.441 10.978 -7.834  -0.013
C -4.486 11.818 -8.905  -0.532
C -3.562 13.010 -8.837  0.016
O -5.307 11.558 -9.777  0.018
H -6.214 10.020 -7.447  0.074
H -4.645 9.248 -7.017  0.089
H -5.238 9.178 -8.656  0.093
H -3.964 11.336 -7.019  0.078
H -3.342 13.135 -7.777  0.068
H -4.035 13.924 -9.195  0.086
H -2.755 12.660 -9.480  0.093
C -6.665 9.793 -3.844  -0.049
N -7.208 11.026 -3.209  0.014
C -8.329 11.052 -2.411  -0.550
C -8.681 12.402 -1.972  -0.029
O -8.915 10.036 -2.028  0.038
H -7.061 8.956 -3.269  0.082
H -5.576 9.767 -3.868  0.059
H -6.844 9.672 -4.913  0.064
H -6.793 11.883 -3.545  0.117
H -9.070 13.081 -2.731  0.086
H -7.843 12.983 -1.589  0.081
H -9.501 12.487 -1.259  0.088
C -6.536 9.937 -12.694  -0.067
N -6.366 9.742 -14.089  0.010
C -5.594 8.870 -14.618  -0.605
C -5.215 9.113 -16.078  -0.011
O -5.034 7.947 -14.024  0.025
H -5.579 10.205 -12.247  0.087
H -6.931 9.086 -12.139  0.093
H -7.201 10.735 -12.366  0.069
H -6.555 10.455 -14.778  0.145
H -4.387 9.818 -16.148  0.085
H -6.089 9.234 -16.718  0.076
H -4.775 8.210 -16.501  0.076

How do the structures above rank in stability at the extremes? <2> comes first and <1> comes last.